[1]
The following is a DFT calculation (ωB97M-V with the def2-TZVPD basis set) of 2 unconnected molecules or ions with the total composition C7H10.

Values from the calculation:
Maximum force ... 4.9 eV/A
LUMO energy ... 0.58 eV
Spin multiplicity ... 1
Frontier orbital gap ... 9.85 eV
Charge ... 0
SMILES ... C#CC=C.C=CC
E_HOMO ... -9.3 eV

Cartesian coordinates (Å):
1 C -1.40 -2.18 -1.34
2 C -2.57 -2.28 -0.91
3 C 0.82 -1.29 -1.22
4 C -0.19 -1.78 -1.93
5 C 1.54 1.43 1.98
6 C -0.42 1.84 0.60
7 C 0.85 1.18 0.87
8 H 1.93 -1.16 -1.36
9 H 0.67 -1.09 -0.11
10 H -0.06 -1.94 -3.01
11 H 2.40 1.00 2.35
12 H 0.87 1.96 2.62
13 H -3.36 -2.62 -0.27
14 H -0.22 2.87 0.24
15 H -1.01 2.03 1.50
16 H -1.13 1.32 0.05
17 H 1.28 0.70 -0.05

natural (NBO) charges in e:
1. C -0.029
2. C -0.220
3. C -0.343
4. C -0.302
5. C -0.405
6. C -0.666
7. C -0.161
8. H 0.221
9. H 0.203
10. H 0.230
11. H 0.202
12. H 0.182
13. H 0.239
14. H 0.225
15. H 0.208
16. H 0.224
17. H 0.192

---

[2]
The following is a DFT calculation (ωB97M-V with the def2-TZVPD basis set) of a molecular structure, C7H13NO2PRu.

Values from the calculation:
Maximum force ... 2.6 eV/A
LUMO energy (alpha / beta) ... -3.48 / -4.98 eV
Spin multiplicity ... 5
Frontier orbital gap (alpha / beta) ... 6.32 / 7.01 eV
Charge ... +1
E_HOMO (alpha / beta) ... -9.8 / -12.0 eV

Cartesian coordinates (Å):
1 C 0.47 0.96 -2.49
2 C 0.13 0.41 -3.73
3 C -0.20 -0.93 -3.91
4 C -0.32 -1.84 -2.86
5 C -0.12 -1.48 -1.52
6 Ru 0.33 0.19 -0.81
7 P 0.15 2.42 0.02
8 H 0.78 2.01 -2.54
9 H 0.16 1.08 -4.59
10 H -0.38 -1.29 -4.93
11 H -0.26 -2.31 -0.81
12 H -0.58 -2.88 -3.06
13 H -1.05 2.78 0.72
14 H 0.20 3.48 -0.93
15 H 1.15 2.89 0.94
16 N 0.55 -0.02 3.81
17 C -0.58 -0.84 3.29
18 C -0.36 -1.03 1.80
19 O -0.90 -1.97 1.21
20 O 0.43 -0.11 1.32
21 H 1.46 -0.42 3.53
22 H 0.54 0.04 4.83
23 H 0.51 0.94 3.44
24 H -0.61 -1.79 3.82
25 H -1.52 -0.31 3.47

natural (NBO) charges in e:
1. C -0.467
2. C -0.131
3. C -0.245
4. C -0.147
5. C -0.434
6. Ru 0.909
7. P 0.101
8. H 0.199
9. H 0.224
10. H 0.229
11. H 0.253
12. H 0.225
13. H 0.039
14. H 0.049
15. H 0.029
16. N -0.663
17. C -0.338
18. C 0.751
19. O -0.600
20. O -0.838
21. H 0.455
22. H 0.438
23. H 0.454
24. H 0.254
25. H 0.248

---

[3]
The following is a DFT calculation (ωB97M-V with the def2-TZVPD basis set) of C3H6N2O2 in the gas phase.

Values from the calculation:
Maximum force ... 4.1 eV/A
LUMO energy ... 0.68 eV
Spin multiplicity ... 1
Frontier orbital gap ... 9.89 eV
Charge ... 0
SMILES ... [H]/N=N/[C@H](C)C(=O)O
E_HOMO ... -9.2 eV

Cartesian coordinates (Å):
1 C -0.02 -0.06 -0.35
2 C 0.37 -1.07 0.71
3 C 0.60 1.26 -0.16
4 O 1.99 1.00 -0.61
5 N -1.59 0.27 -0.18
6 N -2.32 -0.64 -0.59
7 O 0.28 2.32 0.31
8 H 2.49 1.74 -0.20
9 H 0.11 -0.42 -1.37
10 H -3.32 -0.40 -0.51
11 H 0.52 -0.60 1.69
12 H -0.42 -1.83 0.83
13 H 1.30 -1.57 0.43

natural (NBO) charges in e:
1. C -0.226
2. C -0.615
3. C 0.796
4. O -0.743
5. N -0.089
6. N -0.343
7. O -0.523
8. H 0.485
9. H 0.242
10. H 0.326
11. H 0.222
12. H 0.233
13. H 0.235

---

[4]
The following is a DFT calculation (ωB97M-V with the def2-TZVPD basis set) of C8H12N2O3S in the gas phase.

Values from the calculation:
Maximum force ... 5.0 eV/A
LUMO energy ... 0.34 eV
Spin multiplicity ... 1
Frontier orbital gap ... 7.52 eV
Charge ... 0
SMILES ... CN1C=CS[C@@]12[C@@H]([N+](=O)[O-])C[C@@]2(C)O
E_HOMO ... -7.2 eV

Cartesian coordinates (Å):
1 C 2.42 0.96 -0.40
2 C 1.94 2.22 -0.46
3 C -1.94 -0.62 -0.07
4 C -1.05 -0.07 -1.18
5 C -0.91 -0.16 1.01
6 C 0.14 0.47 -0.08
7 C -1.48 0.99 1.75
8 C 1.61 -1.45 -0.22
9 N 1.41 0.03 -0.23
10 N -0.61 -0.90 -2.23
11 O -0.04 -0.27 -3.07
12 O -0.90 -2.08 -2.25
13 O -0.35 -1.15 1.79
14 S 0.26 2.24 -0.09
15 H 3.37 0.40 -0.50
16 H 2.65 3.02 -0.52
17 H -2.91 -0.27 0.05
18 H -2.09 -1.60 -0.08
19 H -1.58 0.84 -1.43
20 H -0.66 1.53 2.31
21 H -2.15 0.72 2.67
22 H -2.17 1.67 1.26
23 H 1.50 -1.73 -1.34
24 H 2.62 -1.74 0.30
25 H 0.87 -2.06 0.36
26 H 0.06 -0.99 2.66

natural (NBO) charges in e:
1. C -0.004
2. C -0.488
3. C -0.449
4. C -0.182
5. C 0.259
6. C 0.070
7. C -0.675
8. C -0.445
9. N -0.472
10. N 0.521
11. O -0.374
12. O -0.394
13. O -0.734
14. S 0.321
15. H 0.228
16. H 0.250
17. H 0.215
18. H 0.238
19. H 0.245
20. H 0.226
21. H 0.226
22. H 0.236
23. H 0.211
24. H 0.214
25. H 0.257
26. H 0.500